{"formula": "C21H13Cl3N6S3SiV", "method": "ωB97M-V/def2-TZVPD", "species": ["V", "S", "C", "N", "N", "C", "C", "C", "C", "C", "C", "N", "N", "C", "C", "C", "C", "C", "C", "H", "H", "H", "H", "H", "H", "H", "H", "H", "H", "H", "S", "C", "C", "C", "C", "N", "C", "C", "C", "S", "C", "N", "H", "H", "Cl", "Si", "Cl", "Cl"], "positions_angstrom": [[-0.917, 0.740, -0.664], [-0.740, 0.448, 1.730], [1.015, 0.684, 1.706], [1.734, 0.752, 2.809], [1.045, 0.758, 3.957], [1.589, 0.591, 5.185], [2.942, 0.252, 5.371], [3.437, 0.038, 6.639], [2.626, 0.173, 7.758], [1.295, 0.533, 7.586], [0.779, 0.737, 6.326], [1.656, 0.714, 0.554], [0.952, 0.534, -0.548], [1.754, 0.308, -1.652], [3.029, 0.887, -1.762], [3.859, 0.557, -2.812], [3.448, -0.345, -3.783], [2.179, -0.898, -3.700], [1.340, -0.588, -2.647], [0.024, 0.814, 3.859], [3.570, 0.150, 4.500], [4.472, -0.256, 6.769], [3.022, 0.004, 8.752], [0.654, 0.646, 8.450], [-0.256, 1.018, 6.198], [3.347, 1.587, -1.003], [4.840, 1.011, -2.877], [4.112, -0.617, -4.595], [1.852, -1.591, -4.464], [0.369, -1.065, -2.562], [-1.421, 1.014, -2.954], [-2.516, -0.276, -3.270], [-3.037, -0.434, -4.550], [-3.852, -1.516, -4.876], [-4.325, -1.660, -6.185], [-4.718, -1.743, -7.265], [-4.177, -2.474, -3.879], [-3.706, -2.279, -2.581], [-2.895, -1.202, -2.260], [-2.359, -0.992, -0.626], [-4.928, -3.609, -4.196], [-5.531, -4.561, -4.445], [-2.782, 0.293, -5.307], [-3.963, -2.987, -1.805], [-2.554, 3.614, 1.602], [-1.967, 2.791, -0.238], [-0.582, 4.252, -0.892], [-3.713, 3.191, -1.350]], "nbo_charge": [0.50, -0.25, 0.20, -0.40, -0.40, 0.18, -0.26, -0.21, -0.33, -0.20, -0.29, -0.37, -0.40, 0.13, -0.22, -0.22, -0.25, -0.23, -0.16, 0.38, 0.23, 0.19, 0.19, 0.19, 0.20, 0.24, 0.20, 0.19, 0.20, 0.21, -0.12, -0.07, -0.19, -0.19, 0.31, -0.36, -0.19, -0.15, -0.21, -0.09, 0.30, -0.36, 0.23, 0.23, -0.44, 0.93, -0.43, -0.44], "total_charge": -2, "gap_ev": [4.68, 4.46], "lumo_ev": [3.913, 3.866], "multiplicity": 2, "energy_ev": -134573.130}